--- one ---
This record from the Open Molecules 2025 dataset describes a 3-piece molecular cluster, C3H13NO3 overall. The level of theory is wB97M-V/def2-TZVPD.

Geometry as XYZ:
```
20
C3H13NO3 | the Open Molecules 2025 dataset | wB97M-V/def2-TZVPD
N 2.3436 1.2615 -0.5028
C 1.1009 0.7732 0.1412
C 0.6207 -0.4978 -0.5504
C -0.3230 -1.3633 0.2931
O 0.0147 -2.7492 0.1828
H 2.5455 2.1848 -0.1095
H 2.1703 1.4653 -1.4800
H 1.3475 0.6587 1.1889
H 0.2835 1.4996 0.0801
H 1.4902 -1.0914 -0.8026
H 0.0795 -0.1907 -1.4372
H -1.3301 -1.3231 -0.1272
H -0.4059 -1.0793 1.3405
H 0.6698 -2.9521 0.8626
O -4.5596 -3.3078 2.4904
H -4.9060 -3.6598 3.3154
H -4.6590 -2.3543 2.5604
O 1.3809 4.4472 -2.7133
H 0.7016 3.8112 -2.9802
H 1.4348 4.4672 -1.7521
```

Summary:
Structure (SMILES) ... NCCCO.O.O
Orbital gap ... 10.1890 eV
LUMO ... 0.54 eV

Mulliken atomic charges, in units of e: -0.66, -0.49, -0.35, -0.56, -0.53, 0.22, 0.25, 0.40, 0.26, 0.34, 0.24, 0.25, 0.34, 0.29, -0.63, 0.32, 0.32, -0.64, 0.32, 0.31

***

--- two ---
This record from the Open Molecules 2025 dataset describes a 3-piece molecular cluster, C3H13NO3 overall. The level of theory is wB97M-V/def2-TZVPD.

Geometry as XYZ:
```
20
C3H13NO3 | the Open Molecules 2025 dataset | wB97M-V/def2-TZVPD
N -0.1502 -2.3538 1.0649
C 0.6164 -1.1651 1.1419
C 0.0707 0.0417 0.4547
C 0.8475 1.3941 0.4350
O 0.2372 2.6067 -0.0822
H 0.2179 -3.1873 1.6592
H -1.0616 -2.2503 1.4124
H 1.6441 -1.4861 0.6123
H 0.8499 -0.8113 2.1918
H -0.2441 -0.2524 -0.5542
H -0.8065 0.3754 0.8835
H 1.1435 1.5103 1.5252
H 1.7597 1.2130 -0.1164
H -0.4296 3.1250 -0.4159
O -1.5806 4.2638 -1.3803
H -1.7738 4.0539 -2.2987
H -0.6492 4.3246 -1.2234
O -0.5380 -4.0267 -1.6949
H -0.2535 -3.7732 -2.5254
H 0.1002 -3.6023 -1.0895
```

Summary:
Structure (SMILES) ... NCCCO.O.O
Orbital gap ... 10.2507 eV
LUMO ... 0.69 eV

Mulliken atomic charges, in units of e: -0.49, -0.35, -0.55, -0.47, -0.52, 0.25, 0.18, 0.20, 0.27, 0.30, 0.36, 0.24, 0.27, 0.40, -0.66, 0.33, 0.30, -0.64, 0.29, 0.31

***

--- three ---
This record from the Open Molecules 2025 dataset describes a 4-piece molecular cluster, C3H13NO3 overall. The level of theory is wB97M-V/def2-TZVPD.

Geometry as XYZ:
```
20
C3H13NO3 | the Open Molecules 2025 dataset | wB97M-V/def2-TZVPD
C 0.9908 -1.5365 0.4861
N 0.3153 -0.5140 0.8151
C -0.1081 -0.5724 2.2344
C 1.1620 -0.5241 3.1335
H 0.7378 -2.6143 0.8675
H 1.7971 -1.4248 -0.2421
H -0.6481 -1.5728 2.4697
H -0.6746 0.3463 2.4954
H 0.7554 0.0496 4.0418
H 1.9475 0.2242 2.7117
H 1.4970 -1.5081 3.3129
O 0.3840 2.5236 -1.1141
H -0.2691 2.8455 -0.4789
H -0.0465 2.3777 -1.9868
O -0.6674 -0.5144 -2.4893
H -0.1758 -0.4257 -1.6063
H -0.2283 -1.3481 -2.8213
O -2.2266 1.7403 -4.0722
H -1.7238 1.3378 -3.3376
H -2.8184 1.1101 -4.4194
```

Summary:
Structure (SMILES) ... C=NCC.O.O.O
Orbital gap ... 10.2778 eV
LUMO ... 0.57 eV

Mulliken atomic charges, in units of e: -0.48, -0.26, -0.53, -0.90, 0.25, 0.39, 0.26, 0.34, 0.30, 0.26, 0.33, -0.64, 0.31, 0.31, -0.66, 0.40, 0.31, -0.63, 0.31, 0.30

***

--- four ---
This record from the Open Molecules 2025 dataset describes a 4-piece molecular cluster, C3H13NO3 overall. The level of theory is wB97M-V/def2-TZVPD.

Geometry as XYZ:
```
20
C3H13NO3 | the Open Molecules 2025 dataset | wB97M-V/def2-TZVPD
C -0.8250 1.9245 0.6881
C -0.5659 0.9167 -0.1482
C -1.5645 -0.0423 -0.7150
N -1.1962 -1.3958 -0.1613
H -0.0627 2.6945 0.7188
H -1.5364 1.7673 1.4848
H 0.3665 0.9394 -0.6992
H -2.5773 0.1791 -0.3803
H -1.4753 -0.1428 -1.7860
H -1.9378 -2.0656 -0.3583
H -0.4872 -1.7684 -0.7946
O -0.2918 1.4703 -2.9705
H 0.0099 1.7844 -3.8306
H -0.7714 2.2105 -2.5820
O 2.9963 -0.1727 3.0660
H 2.3257 -0.5808 3.6260
H 2.6219 -0.3482 2.1896
O 1.5527 -2.6657 1.1983
H 2.4300 -2.6094 0.7973
H 0.9885 -2.0948 0.6573
```

Summary:
Structure (SMILES) ... C=CCN.O.O.O
Orbital gap ... 10.1098 eV
LUMO ... 0.51 eV

Mulliken atomic charges, in units of e: -0.73, -0.24, -0.39, -0.65, 0.28, 0.30, 0.39, 0.33, 0.27, 0.20, 0.26, -0.62, 0.29, 0.32, -0.64, 0.32, 0.31, -0.65, 0.33, 0.30

***

Energies relative to the minimum, eV: one 0.000; two 1.772; three 1.302; four 0.750

***

--- one ---
This record from the Open Molecules 2025 dataset describes one molecule with the formula C5H12N2O. The level of theory is wB97M-V/def2-TZVPD.

Geometry as XYZ:
```
20
C5H12N2O | the Open Molecules 2025 dataset | wB97M-V/def2-TZVPD
C 0.5007 0.6087 1.4462
C 0.4325 -2.4232 0.4636
C -0.7334 1.6415 -1.7492
N -0.0959 1.4630 0.5983
N 0.3918 -1.0427 0.0063
C -0.9315 0.9608 -0.4279
C -0.9640 -0.5336 -0.3926
O 1.6397 0.9726 2.1311
H 1.9370 1.8384 1.8373
H 0.4973 2.2442 0.2990
H 1.0488 -0.8885 -0.7529
H -0.0414 -0.1331 2.0088
H 1.4552 -2.7013 0.7126
H 0.0300 -3.1253 -0.2721
H -0.1952 -2.5131 1.3491
H -1.4186 1.2365 -2.4921
H 0.2969 1.5255 -2.1581
H -0.9157 2.7150 -1.6741
H -1.3136 -0.9573 -1.3467
H -1.6207 -0.8881 0.4135
```

Summary:
Orbital gap ... 5.9485 eV
LUMO ... 0.63 eV

Mulliken atomic charges, in units of e: 0.19, -0.94, -1.34, -0.13, -0.34, -0.37, -0.55, -0.49, 0.31, 0.30, 0.22, 0.31, 0.31, 0.32, 0.32, 0.36, 0.37, 0.34, 0.41, 0.41

***

--- two ---
This record from the Open Molecules 2025 dataset describes one molecule with the formula C5H12N2O. The level of theory is wB97M-V/def2-TZVPD.

Geometry as XYZ:
```
20
C5H12N2O | the Open Molecules 2025 dataset | wB97M-V/def2-TZVPD
C -2.6071 0.9798 -0.5111
C -1.6267 0.0631 0.1722
O -1.8947 -1.0885 0.4323
C -0.2728 0.6495 0.4613
C 0.7812 0.0128 -0.4959
C 2.1409 0.6670 -0.2750
N 0.9137 -1.4191 -0.3337
N 1.2289 -1.7733 1.0139
H -3.0957 1.5881 0.2484
H -3.3669 0.4021 -1.0282
H -2.0989 1.6412 -1.2052
H -0.2709 1.7307 0.3346
H 0.0371 0.3967 1.4763
H 0.4618 0.1734 -1.5337
H 2.0840 1.7399 -0.4387
H 2.4704 0.4728 0.7407
H 2.8644 0.2379 -0.9608
H 0.0597 -1.8871 -0.6407
H 1.8064 -2.6070 0.9945
H 0.3852 -1.9798 1.5490
```

Summary:
Structure (SMILES) ... CC(=O)C[C@@H](C)NN
Orbital gap ... 9.9779 eV
LUMO ... 0.96 eV

Mulliken atomic charges, in units of e: -1.28, 0.68, -0.58, -0.79, 0.46, -1.69, -0.32, -0.54, 0.31, 0.36, 0.34, 0.40, 0.41, 0.33, 0.41, 0.34, 0.40, 0.30, 0.21, 0.23

***

--- three ---
This record from the Open Molecules 2025 dataset describes a 2-piece molecular cluster, C5H12N2O overall. The level of theory is wB97M-V/def2-TZVPD.

Geometry as XYZ:
```
20
C5H12N2O | the Open Molecules 2025 dataset | wB97M-V/def2-TZVPD
N -0.9241 -1.5504 -0.5503
C -0.1362 -0.7248 0.4109
C -0.4724 0.8137 0.2514
C -1.9820 1.2524 0.2036
C -3.0181 0.1282 0.2935
C 1.3995 -0.8126 0.2079
N 2.1866 -0.3912 1.2280
O 1.8705 -1.0050 -0.9506
H -1.9566 -1.0332 -0.4042
H -0.5272 -1.2864 -1.4876
H -0.4411 -1.0002 1.3845
H 0.0837 1.0456 -0.7618
H 0.0422 1.2194 1.1959
H -2.1041 1.7715 -0.7846
H -2.1443 2.2384 0.9301
H 1.8925 -0.7741 2.1702
H -3.4755 -0.0814 -0.6519
H -3.7221 0.0828 1.0243
H 6.5267 0.3365 -1.9670
H 6.9021 -0.2291 -1.7424
```

Summary:
Orbital gap ... 3.6921 eV
LUMO ... -3.97 eV

Mulliken atomic charges, in units of e: -0.53, -0.01, -0.67, -0.17, -0.80, 0.34, -0.64, -0.61, 0.28, 0.40, 0.37, 0.27, 0.31, 0.22, 0.32, 0.22, 0.33, 0.35, 0.00, 0.00

***

Energies relative to the minimum, eV: one 3.175; two 0.000; three 7.805

***

--- one ---
This record from the Open Molecules 2025 dataset describes one molecule with the formula C5H12N2O. The level of theory is wB97M-V/def2-TZVPD.

Geometry as XYZ:
```
20
C5H12N2O | the Open Molecules 2025 dataset | wB97M-V/def2-TZVPD
C -1.3585 -0.7589 2.4473
C -1.8306 -0.7882 0.9821
C -1.6229 0.5057 0.2245
C -0.1160 0.8215 0.0793
O 0.3638 1.8640 0.4697
N 0.5492 -0.0723 -0.7209
C 1.9011 -0.0230 -1.2432
N 2.0200 -1.0769 -2.2447
H -1.1091 0.2450 2.8172
H -2.2339 -0.9764 3.0894
H -0.5582 -1.4207 2.7647
H -2.8221 -1.2143 0.8844
H -1.2400 -1.6008 0.5220
H -2.0871 1.3646 0.7090
H -1.9946 0.4007 -0.8091
H -0.0673 -0.7695 -1.1067
H 1.9977 0.9374 -1.7662
H 2.6088 -0.0377 -0.4019
H 2.4476 -1.8895 -1.8251
H 2.3814 -0.7139 -3.1119
```

Summary:
Structure (SMILES) ... CCCC(=O)NCN
Orbital gap ... 10.1441 eV
LUMO ... 0.88 eV

Mulliken atomic charges, in units of e: -1.15, -0.30, -0.94, 0.56, -0.64, -0.12, -0.46, -0.53, 0.32, 0.31, 0.30, 0.47, 0.25, 0.29, 0.33, 0.27, 0.33, 0.27, 0.20, 0.22

***

--- two ---
This record from the Open Molecules 2025 dataset describes C5H12N2O as an isolated structure. The level of theory is wB97M-V/def2-TZVPD.

Geometry as XYZ:
```
20
C5H12N2O | the Open Molecules 2025 dataset | wB97M-V/def2-TZVPD
C -1.4233 -4.0736 -1.2009
C -1.2720 -3.4961 0.1369
N -0.1684 2.6997 1.5073
C -0.2704 1.0141 -0.1548
C 0.6923 1.8696 0.6639
C 1.7259 2.7132 -0.1784
N 2.4127 1.8263 -1.0285
O -1.6741 -2.3376 0.3159
H -0.8950 -3.9725 1.0717
H -1.6958 -3.4601 -2.0354
H -2.1126 -4.4646 -0.2949
H 0.3746 3.4611 1.9025
H -1.1074 1.7169 -0.1828
H -0.6899 0.2107 0.4620
H -0.0817 0.8434 -1.2059
H 1.2253 1.2066 1.3217
H 1.0790 3.2192 -0.8995
H 2.3160 3.3496 0.4917
H 3.3460 1.6253 -0.6366
H -0.7164 -4.8708 -1.4285
```

Summary:
Orbital gap ... 5.3742 eV
LUMO ... -2.39 eV

Mulliken atomic charges, in units of e: -0.69, 0.06, -0.65, -1.29, 0.53, -0.61, -0.50, -0.53, 0.40, 0.28, 0.17, 0.23, 0.39, 0.30, 0.36, 0.31, 0.33, 0.37, 0.22, 0.30

***

Energies relative to the minimum, eV: one 0.000; two 8.788